(1)
This record from OMol25 describes the molecule C4H2N4 at a distorted geometry. The level of theory is the ωB97M-V functional and the def2-TZVPD basis.

Its calculated total energy is -372.58101 hartree. Its SMILES is N#Cc1nccnn1. The value obtained for the LUMO energy is -0.9554 eV. The orbital gap comes out at 9.512 eV.

Geometry as ORCA input:
```
! RIJCOSX wB97M-V def2-TZVPD def2/J DEFGRID3
* xyz 0 1
N -3.59741 -0.17779 0.00375
C -2.43098 -0.22219 0.02136
C -0.96023 -0.24148 -0.07825
N -0.42512 0.97550 -0.04429
C 0.92534 1.01142 -0.04494
C 1.60987 -0.20014 -0.00134
N 1.03235 -1.40588 -0.01417
N -0.29599 -1.40623 -0.06527
H 1.40778 1.96094 0.00615
H 2.73439 -0.29415 0.21701
*
```

(2)
This record from OMol25 describes an isolated ion of composition CH3INO3S and charge -1 at a distorted geometry. The level of theory is the ωB97M-V functional and the def2-TZVPD basis.

Its calculated total energy is -1016.18115 hartree. The value obtained for the LUMO energy (alpha / beta) is 3.1750 / 3.1749 eV. The orbital gap (alpha / beta) comes out at 7.378 / 7.378 eV.

Geometry as ORCA input:
```
! RIJCOSX wB97M-V def2-TZVPD def2/J DEFGRID3
* xyz -1 1
C -0.29341 0.17720 0.90721
N 1.04689 -1.37424 -1.76159
O -0.07367 1.68897 3.09154
O 1.28176 2.36300 1.21783
O 1.74919 0.23469 2.31201
S 0.73048 1.22577 1.93712
I 1.54473 -0.46105 -0.07089
H -0.75777 -0.57505 1.46217
H -1.12032 0.61433 0.16631
H 1.30118 -0.99811 -2.64663
*
```

(3)
This record from OMol25 describes C22H21BN10S2Y as an isolated structure. The level of theory is the ωB97M-V functional and the def2-TZVPD basis.

Its calculated total energy is -2258.18265 hartree. The value obtained for the LUMO energy (alpha / beta) is -0.5408 / -3.3999 eV. The orbital gap (alpha / beta) comes out at 8.588 / 5.660 eV.

Geometry as ORCA input:
```
! RIJCOSX wB97M-V def2-TZVPD def2/J DEFGRID3
* xyz 0 2
Y -0.32206 0.02552 -0.14577
C -0.32001 -3.29761 2.99545
C -0.89705 -2.34975 2.15636
N 0.04142 -1.72016 1.45025
N 1.23445 -2.24756 1.82583
C 1.03445 -3.20131 2.74936
B 2.49784 -1.67855 1.13724
N 2.55833 -0.15392 1.44069
C 3.37152 0.45568 2.32048
C 2.96798 1.76800 2.45713
C 1.86403 1.88203 1.61475
N 1.62694 0.72107 1.00425
N 2.38788 -1.92654 -0.39070
C 3.03613 -2.86690 -1.10386
C 2.61288 -2.79668 -2.41228
C 1.67294 -1.76771 -2.41590
N 1.53835 -1.24997 -1.19652
N 3.80888 -2.27891 1.61353
C 5.02799 -1.98500 1.09011
C 5.98027 -2.59489 1.86572
C 5.23900 -3.23532 2.87461
N 3.94420 -3.03462 2.72246
H -0.81162 -3.96123 3.68205
H -1.93689 -2.09316 2.02664
H 1.87432 -3.72525 3.16514
H 4.17264 -0.08545 2.79326
H 3.40856 2.52645 3.07741
H 1.21849 2.72391 1.42307
H 3.75138 -3.51684 -0.63215
H 2.93977 -3.39957 -3.23910
H 1.08853 -1.36849 -3.22925
H 5.12083 -1.36949 0.21052
H 7.04613 -2.58060 1.72659
H 5.59324 -3.83271 3.69773
S -2.19550 -1.86985 -1.09118
C -2.00118 -1.03822 -2.54344
S -1.15499 0.40427 -2.80080
C -2.64700 -1.61865 -3.73353
C -2.43047 -1.09538 -5.01907
N -2.23906 -0.67240 -6.07527
C -3.49451 -2.73312 -3.63675
N -4.20937 -3.63538 -3.55712
C -1.99080 4.91458 2.25640
C -2.94992 3.85172 1.70689
C -3.85056 3.33602 2.83621
C -3.81563 4.46464 0.59735
C -2.17203 2.73270 1.15402
C -1.53058 1.80597 0.69359
H -2.55796 5.75086 2.66966
H -1.34246 5.29409 1.46627
H -1.36463 4.49796 3.04587
H -4.43475 4.15967 3.25117
H -3.25321 2.89653 3.63520
H -4.53718 2.57583 2.46436
H -4.39937 5.29690 0.99560
H -4.50102 3.72120 0.19070
H -3.19192 4.83445 -0.21652
*
```